[1]
Below is a structure of composition C33H66BaN2O7, with properties calculated with ωB97M-V/def2-TZVPD.

Last column: Löwdin charge in e.
CARTESIAN COORDINATES (ANGSTROEM)
Ba 0.08 0.24 -0.27  1.926
C -2.04 -2.84 -4.77  -0.042
C -2.60 -2.38 -3.42  -0.531
C -3.64 -3.46 -2.97  -0.145
C -3.01 -4.73 -2.45  -0.189
C -1.97 -4.40 -1.39  -0.151
C -0.85 -3.45 -1.87  -0.497
N -1.57 -2.25 -2.38  -0.204
O -0.75 -1.12 -2.64  -0.418
C 0.10 -4.16 -2.88  -0.020
C -0.13 -3.01 -0.61  -0.101
C -3.32 -1.05 -3.52  -0.047
H -2.69 -2.60 -5.62  0.078
H -1.69 -3.87 -4.75  0.063
H -1.17 -2.20 -4.97  0.073
H -4.23 -3.70 -3.87  0.113
H -4.41 -2.99 -2.36  0.111
H -2.56 -5.42 -3.17  0.101
H -3.71 -5.37 -1.91  0.108
H -1.61 -5.34 -0.97  0.122
H -2.48 -3.89 -0.56  0.099
H -0.33 -5.07 -3.29  0.067
H 0.98 -4.49 -2.32  0.073
H 0.43 -3.49 -3.66  0.070
H 0.70 -2.36 -0.88  0.021
H 0.34 -3.90 -0.16  0.097
H -0.76 -2.68 0.22  0.051
H -3.62 -0.74 -2.52  0.079
H -4.26 -1.17 -4.07  0.084
H -2.70 -0.30 -4.00  0.048
C 0.05 -1.10 5.19  -0.037
C 0.43 0.06 4.27  -0.510
C 1.29 1.13 4.95  -0.142
C 2.75 0.67 5.18  -0.190
C 3.35 0.13 3.92  -0.163
C 2.44 -0.81 3.10  -0.485
N 1.06 -0.35 3.02  -0.209
O 0.25 -1.11 2.17  -0.407
C 2.67 -2.18 3.83  -0.039
C 3.09 -0.91 1.72  -0.055
C -0.88 0.83 4.00  -0.048
H 0.90 -1.51 5.75  0.063
H -0.47 -1.92 4.69  0.081
H -0.59 -0.74 6.01  0.078
H 0.93 1.25 5.98  0.117
H 1.23 2.09 4.44  0.103
H 2.66 -0.03 6.02  0.101
H 3.31 1.50 5.61  0.107
H 4.34 -0.28 4.15  0.119
H 3.55 0.99 3.25  0.095
H 1.79 -2.83 3.82  0.074
H 2.86 -2.08 4.91  0.059
H 3.55 -2.71 3.46  0.074
H 2.66 -0.19 1.03  0.016
H 2.86 -1.85 1.22  0.083
H 4.17 -0.76 1.72  0.086
H -1.33 1.23 4.91  0.088
H -1.62 0.23 3.46  0.051
H -0.69 1.73 3.40  0.058
C -2.20 3.81 -0.20  -0.002
C -1.39 3.50 1.03  -0.493
O -0.59 2.58 1.04  -0.094
C -1.57 4.39 2.23  0.001
H -2.05 4.88 -0.37  0.091
H -3.26 3.58 -0.16  0.097
H -1.77 3.24 -1.01  0.063
H -0.58 4.54 2.68  0.088
H -2.22 3.89 2.95  0.091
H -1.98 5.36 1.97  0.080
C 1.10 3.43 -4.13  -0.010
C 0.00 2.62 -3.50  -0.467
O 0.07 2.28 -2.34  -0.063
C -1.27 2.42 -4.27  0.010
H 1.94 3.46 -3.44  0.078
H 0.87 4.49 -4.22  0.094
H 1.42 3.03 -5.09  0.087
H -1.69 1.43 -4.05  0.069
H -1.07 2.56 -5.33  0.084
H -2.09 3.04 -3.90  0.098
C 3.16 -0.45 -4.02  0.004
C 3.32 -0.35 -2.50  -0.462
O 2.41 -0.53 -1.74  -0.052
C 4.66 0.18 -1.98  0.002
H 2.12 -0.45 -4.35  0.082
H 3.79 -1.20 -4.48  0.088
H 3.51 0.55 -4.30  0.077
H 5.22 -0.62 -1.51  0.091
H 4.36 1.01 -1.33  0.078
H 5.16 0.70 -2.79  0.072
C 3.09 3.54 1.72  0.006
C 2.25 3.25 0.49  -0.470
O 2.10 2.10 0.12  -0.088
C 1.63 4.42 -0.20  -0.011
H 2.88 2.96 2.62  0.070
H 2.94 4.55 2.10  0.082
H 4.12 3.32 1.46  0.098
H 1.00 4.22 -1.06  0.066
H 2.40 5.13 -0.52  0.100
H 1.03 4.99 0.51  0.088
C -3.43 -1.51 0.78  -0.002
C -3.31 -0.04 1.09  -0.490
O -2.77 0.71 0.33  -0.035
C -3.98 0.45 2.35  -0.014
H -2.95 -1.70 -0.19  0.059
H -4.41 -1.95 0.94  0.094
H -2.72 -1.96 1.49  0.099
H -5.05 0.62 2.20  0.094
H -3.55 1.43 2.55  0.074
H -3.78 -0.21 3.19  0.087

The net charge is 0. For the energy above the lowest of the compared OMol25 structures with the same formula, charge and spin, the calculation gives 136.8 kJ/mol. The HOMO energy is -5.149 eV. As for the multiplicity: 1. The gap between HOMO and LUMO comes out at 5.1 eV.


[2]
Below is a structure of composition C33H66GdN11O4PS, with properties calculated with ωB97M-V/def2-TZVPD.

Last column: Löwdin charge in e.
CARTESIAN COORDINATES (ANGSTROEM)
Gd -1.37 -0.49 0.97  1.588
N 0.56 -0.54 2.90  -0.041
C 0.66 0.41 4.01  -0.215
C 0.27 1.78 3.50  -0.205
N -1.14 1.84 3.11  -0.173
C -1.98 1.97 4.33  -0.157
C -2.86 0.78 4.75  -0.241
N -4.20 0.88 4.15  0.009
C -1.37 2.94 2.17  -0.196
C -2.73 2.84 1.47  -0.212
N -3.05 1.43 1.21  -0.070
H 0.80 -1.47 3.22  0.077
H 1.22 -0.27 2.17  0.015
H 1.67 0.46 4.43  0.115
H 0.00 0.10 4.83  0.115
H 0.88 1.98 2.62  0.103
H 0.50 2.55 4.25  0.128
H -2.65 2.83 4.22  0.117
H -1.32 2.19 5.17  0.115
H -2.92 0.75 5.84  0.114
H -2.40 -0.14 4.41  0.086
H -4.81 1.48 4.68  0.083
H -4.63 -0.04 4.08  0.059
H -0.60 2.86 1.39  0.091
H -1.26 3.91 2.67  0.132
H -2.66 3.38 0.52  0.110
H -3.51 3.32 2.07  0.114
H -3.71 1.38 0.44  0.060
H -3.54 1.10 2.06  0.056
O -3.73 -0.89 -0.07  -0.234
C -4.45 -1.76 -0.95  -0.225
C -4.39 -1.24 -2.39  -0.144
C -4.88 0.22 -2.53  -0.116
C -3.77 1.18 -2.89  -0.280
C -3.73 1.76 -4.16  -0.017
C -2.71 2.64 -4.48  -0.057
C -1.76 2.93 -3.52  -0.063
C -1.86 2.30 -2.29  -0.157
N -2.83 1.44 -1.97  0.120
H -4.08 -1.13 0.83  0.016
H -5.50 -1.79 -0.63  0.136
H -4.04 -2.77 -0.88  0.109
H -5.00 -1.92 -2.99  0.120
H -3.36 -1.30 -2.75  0.085
H -5.34 0.53 -1.59  0.118
H -5.64 0.28 -3.31  0.110
H -4.51 1.52 -4.88  0.114
H -2.67 3.09 -5.46  0.112
H -0.96 3.63 -3.72  0.108
H -1.12 2.48 -1.51  0.098
N -0.20 -3.72 -2.20  0.098
C 0.43 -4.19 -1.08  -0.071
C 0.09 -3.33 -0.08  -0.140
N -0.73 -2.34 -0.58  -0.051
C -0.88 -2.61 -1.85  -0.175
H -0.16 -4.13 -3.11  0.162
H 1.05 -5.07 -1.09  0.123
H 0.36 -3.37 0.96  0.102
H -1.46 -2.03 -2.55  0.115
C -3.23 -3.84 3.68  -0.107
S -3.00 -2.70 2.34  0.418
O -2.80 -3.40 1.09  -0.306
O -4.19 -1.84 2.35  -0.332
O -1.79 -1.89 2.66  -0.516
H -4.07 -4.48 3.45  0.078
H -3.43 -3.24 4.57  0.071
H -2.32 -4.42 3.80  0.074
N 0.53 0.45 0.14  -0.371
P 1.83 0.10 -0.58  0.585
N 2.85 -1.05 0.18  -0.200
C 3.70 -0.52 1.25  -0.201
C 3.76 -1.49 2.46  -0.164
C 3.19 -2.85 2.07  -0.204
C 3.79 -3.27 0.74  -0.155
C 3.41 -2.27 -0.38  -0.219
N 2.82 1.47 -0.72  -0.215
C 4.02 1.55 -1.53  -0.208
C 5.16 2.24 -0.78  -0.176
C 4.72 3.60 -0.25  -0.199
C 3.45 3.45 0.58  -0.185
C 2.37 2.77 -0.26  -0.227
N 1.67 -0.53 -2.17  -0.179
C 2.68 -1.12 -3.05  -0.226
C 2.89 -0.32 -4.34  -0.171
C 1.60 -0.29 -5.18  -0.179
C 0.37 -0.36 -4.27  -0.175
C 0.67 0.26 -2.91  -0.248
H 3.31 0.45 1.55  0.094
H 4.72 -0.37 0.87  0.114
H 3.21 -1.08 3.31  0.084
H 4.79 -1.61 2.78  0.114
H 2.10 -2.78 1.97  0.068
H 3.41 -3.59 2.84  0.116
H 3.46 -4.27 0.46  0.104
H 4.87 -3.30 0.84  0.114
H 2.66 -2.70 -1.04  0.080
H 4.31 -2.07 -0.97  0.106
H 3.82 2.13 -2.44  0.119
H 4.33 0.55 -1.82  0.101
H 6.01 2.36 -1.46  0.114
H 5.48 1.61 0.06  0.099
H 4.53 4.28 -1.08  0.114
H 5.52 4.04 0.36  0.110
H 3.09 4.43 0.92  0.111
H 3.66 2.84 1.47  0.105
H 2.14 3.42 -1.12  0.122
H 1.45 2.61 0.31  0.062
H 2.37 -2.14 -3.32  0.116
H 3.64 -1.21 -2.54  0.073
H 3.70 -0.78 -4.91  0.117
H 3.20 0.69 -4.10  0.094
H 1.58 -1.13 -5.88  0.108
H 1.58 0.62 -5.78  0.109
H 0.07 -1.40 -4.13  0.088
H -0.47 0.17 -4.72  0.108
H -0.23 0.29 -2.29  0.058
H 1.00 1.30 -3.06  0.122

The net charge is +1. For the energy above the lowest of the compared OMol25 structures with the same formula, charge and spin, the calculation gives 66.2 kJ/mol. The HOMO energy (spin up / spin down) is -9.937 / -9.969 eV. As for the multiplicity: 8. The gap between HOMO and LUMO (spin up / spin down) comes out at 6.7 / 8.4 eV.


[3]
Below is a cluster of 9 separate species, C33H66O34S8Si in total, with properties calculated with ωB97M-V/def2-TZVPD.

Last column: Löwdin charge in e.
CARTESIAN COORDINATES (ANGSTROEM)
C -0.79 2.06 1.03  -0.084
C -0.69 1.04 -0.17  -0.190
C -0.76 -0.44 0.29  -0.239
O 0.49 -1.11 0.27  -0.218
C 0.92 -1.30 -1.09  -0.282
Si 2.11 -2.76 -1.31  0.733
C 3.40 -2.20 -2.63  -0.273
C 2.87 -2.40 -4.08  -0.233
C 1.81 -1.35 -4.52  -0.360
C 2.48 -0.36 -5.52  -0.079
C 0.56 -2.01 -5.23  -0.156
C -0.64 -1.90 -4.26  -0.219
C -2.00 -2.38 -4.75  -0.087
C -2.68 -3.27 -3.89  -0.296
C -2.34 -4.76 -3.99  -0.042
C -3.68 -2.84 -2.84  -0.056
C 1.34 -4.35 -2.00  -0.190
C 0.33 -4.92 -0.94  -0.324
C 0.97 -5.08 0.55  -0.053
O -0.10 -4.04 0.02  -0.142
H -1.65 2.71 0.80  0.071
H -0.86 1.57 2.01  0.066
H 0.09 2.72 1.01  0.064
H -1.56 1.21 -0.83  0.100
H 0.22 1.30 -0.71  0.100
H -1.07 -0.45 1.35  0.103
H -1.55 -1.01 -0.24  0.117
H 1.50 -0.39 -1.37  0.084
H 0.05 -1.32 -1.76  0.069
H 2.91 -3.03 -0.09  0.011
H 3.69 -1.15 -2.44  0.074
H 4.28 -2.85 -2.50  0.068
H 2.47 -3.41 -4.25  0.084
H 3.75 -2.31 -4.75  0.104
H 1.40 -0.74 -3.70  0.105
H 1.91 0.59 -5.53  0.079
H 3.50 -0.08 -5.17  0.074
H 2.57 -0.80 -6.52  0.080
H 0.78 -3.08 -5.39  0.104
H 0.38 -1.54 -6.21  0.108
H -0.39 -2.54 -3.39  0.079
H -0.76 -0.87 -3.87  0.123
H -2.48 -2.06 -5.68  0.101
H -1.29 -4.90 -3.64  0.065
H -2.40 -5.05 -5.04  0.077
H -2.96 -5.37 -3.32  0.060
H -4.69 -3.28 -2.95  0.089
H -3.75 -1.74 -2.73  0.048
H -3.29 -3.20 -1.87  0.088
H 2.09 -5.15 -2.04  0.093
H 0.75 -4.23 -2.93  0.051
H -0.36 -5.71 -1.27  0.136
H 0.56 -6.15 0.52  0.038
H 0.52 -4.91 1.54  0.131
C 1.25 5.84 4.68  -0.159
C 0.66 4.50 4.28  -0.169
O -0.48 4.84 3.48  -0.197
S -0.18 6.21 2.67  0.608
O 0.26 5.87 1.36  -0.215
O -1.23 7.11 2.91  -0.235
O 1.11 6.67 3.52  -0.185
H 0.69 6.30 5.50  0.134
H 2.30 5.76 4.96  0.135
H 0.36 3.91 5.14  0.134
H 1.35 3.93 3.66  0.122
C 3.90 -1.00 2.35  -0.156
C 4.92 -0.73 1.27  -0.161
O 4.88 0.69 1.07  -0.181
S 4.53 1.41 2.46  0.606
O 5.75 1.84 3.07  -0.229
O 3.44 2.28 2.26  -0.213
O 4.03 0.11 3.25  -0.184
H 2.88 -0.99 1.94  0.125
H 4.07 -1.94 2.87  0.139
H 4.70 -1.26 0.35  0.114
H 5.93 -1.00 1.60  0.135
C -4.18 0.04 1.67  -0.155
C -4.71 -1.36 1.47  -0.182
O -5.78 -1.21 0.52  -0.171
S -5.43 -0.01 -0.48  0.620
O -4.88 -0.56 -1.67  -0.234
O -6.52 0.90 -0.50  -0.214
O -4.23 0.64 0.37  -0.196
H -4.82 0.61 2.34  0.137
H -3.16 0.04 2.05  0.117
H -5.08 -1.80 2.39  0.127
H -3.96 -2.02 1.03  0.120
C 2.50 -10.94 -0.18  -0.160
C 3.14 -9.84 -0.99  -0.162
O 2.17 -8.78 -0.99  -0.189
S 1.37 -8.81 0.40  0.593
O 1.95 -7.86 1.28  -0.214
O -0.02 -8.82 0.11  -0.226
O 1.81 -10.27 0.88  -0.181
H 1.76 -11.49 -0.77  0.135
H 3.23 -11.64 0.22  0.138
H 3.37 -10.14 -2.01  0.138
H 4.05 -9.47 -0.51  0.136
C -7.12 4.26 -0.94  -0.166
C -5.97 4.92 -1.69  -0.163
O -6.53 5.31 -2.94  -0.188
S -8.08 5.70 -2.74  0.605
O -8.18 7.11 -2.61  -0.221
O -8.85 4.97 -3.68  -0.218
O -8.27 5.05 -1.28  -0.187
H -7.28 3.24 -1.29  0.116
H -6.96 4.26 0.13  0.137
H -5.13 4.24 -1.83  0.135
H -5.63 5.82 -1.17  0.134
C -4.36 -7.23 0.64  -0.156
C -3.81 -6.21 -0.33  -0.168
O -4.87 -5.25 -0.48  -0.194
S -5.69 -5.14 0.90  0.623
O -5.19 -4.02 1.62  -0.225
O -7.06 -5.32 0.63  -0.197
O -5.11 -6.47 1.60  -0.180
H -5.04 -7.93 0.15  0.136
H -3.57 -7.79 1.14  0.137
H -3.55 -6.65 -1.29  0.127
H -2.94 -5.69 0.08  0.130
C 0.30 12.15 1.90  -0.171
C 1.67 11.63 2.29  -0.171
O 1.43 10.31 2.80  -0.183
S 0.18 9.66 2.02  0.622
O 0.68 8.83 0.99  -0.204
O -0.76 9.19 2.97  -0.231
O -0.38 11.02 1.35  -0.182
H -0.26 12.49 2.78  0.133
H 0.36 12.95 1.17  0.134
H 2.15 12.24 3.05  0.134
H 2.32 11.54 1.42  0.134
C 7.25 4.04 4.79  -0.177
C 8.28 4.32 3.72  -0.165
O 8.22 5.74 3.53  -0.186
S 7.85 6.45 4.92  0.604
O 9.05 6.90 5.53  -0.220
O 6.75 7.31 4.71  -0.219
O 7.36 5.14 5.71  -0.189
H 6.24 4.03 4.38  0.118
H 7.44 3.10 5.30  0.136
H 8.06 3.80 2.79  0.132
H 9.29 4.07 4.05  0.134

The net charge is 0. The HOMO energy is -6.534 eV. As for the multiplicity: 1. The gap between HOMO and LUMO comes out at 6.5 eV. The SMILES is CCCOC[Si@H](CC[C@@H](C)CCC=C(C)C)C[C@H]1CO1.O=S1(=O)OCCO1.O=S1(=O)OCCO1.O=S1(=O)OCCO1.O=S1(=O)OCCO1.O=S1(=O)OCCO1.O=S1(=O)OCCO1.O=S1(=O)OCCO1.O=S1(=O)OCCO1.


[4]
Below is a cluster of 6 separate species, C33H67BN2O15 in total, with properties calculated with ωB97M-V/def2-TZVPD.

Last column: Löwdin charge in e.
CARTESIAN COORDINATES (ANGSTROEM)
C 2.97 0.01 2.44  0.005
C 2.23 1.36 2.40  -0.272
N 2.17 1.90 3.78  0.127
C 1.20 1.15 4.40  -0.470
O 1.24 0.68 5.50  0.140
C 0.02 1.13 3.41  -0.255
C -0.88 -0.09 3.62  0.007
B -0.17 -1.50 3.42  -0.621
O 0.31 -1.95 2.20  0.126
O -0.01 -2.36 4.50  0.167
C -0.69 2.47 3.81  -0.050
C -2.20 2.40 3.90  -0.240
C -2.83 2.34 5.14  -0.032
C -4.22 2.25 5.22  -0.089
C -4.95 2.21 4.05  -0.095
C -4.34 2.27 2.80  -0.070
C -2.96 2.37 2.73  -0.048
C 0.75 1.21 2.06  -0.190
O 0.13 2.23 1.24  -0.091
N 1.07 2.99 0.49  -0.013
O 0.91 4.13 0.68  0.094
H 2.33 -0.82 2.71  0.070
H 3.79 0.09 3.15  0.091
H 3.37 -0.18 1.44  0.079
H 2.87 1.98 1.77  0.128
H 3.05 1.96 4.28  0.143
H -1.73 -0.04 2.93  0.123
H -1.24 -0.05 4.64  0.120
H -0.39 -1.91 1.55  0.108
H -0.86 -2.48 4.94  0.107
H -0.43 3.27 3.13  0.116
H -0.31 2.77 4.79  0.123
H -2.22 2.35 6.04  0.116
H -4.70 2.20 6.18  0.102
H -6.03 2.12 4.09  0.103
H -4.91 2.23 1.88  0.103
H -2.43 2.40 1.78  0.111
H 0.71 0.30 1.46  0.141
C 1.31 -6.42 -1.65  -0.104
O 0.60 -5.46 -0.88  -0.189
C 1.42 -4.42 -0.37  -0.199
C 1.32 -3.16 -1.21  -0.207
O 1.84 -3.35 -2.52  -0.191
C 0.84 -3.58 -3.49  -0.113
H 0.58 -7.00 -2.22  0.081
H 2.00 -5.94 -2.36  0.085
H 1.86 -7.09 -0.99  0.090
H 2.46 -4.75 -0.30  0.129
H 1.07 -4.20 0.64  0.117
H 1.93 -2.38 -0.74  0.122
H 0.29 -2.81 -1.25  0.124
H 0.34 -2.64 -3.76  0.087
H 0.09 -4.30 -3.15  0.082
H 1.32 -3.98 -4.38  0.088
C -3.95 5.89 3.18  -0.101
O -4.94 5.44 4.09  -0.196
C -4.66 5.79 5.44  -0.210
C -5.44 7.00 5.90  -0.204
O -5.05 8.18 5.21  -0.189
C -5.93 8.53 4.16  -0.113
H -4.37 5.80 2.18  0.092
H -3.68 6.93 3.35  0.085
H -3.06 5.26 3.25  0.079
H -3.59 5.95 5.58  0.131
H -4.96 4.93 6.05  0.115
H -5.23 7.17 6.96  0.125
H -6.52 6.83 5.79  0.126
H -6.84 8.99 4.56  0.088
H -6.20 7.66 3.55  0.083
H -5.42 9.26 3.53  0.088
C -2.71 -10.34 -4.40  -0.110
O -2.64 -9.34 -5.41  -0.190
C -2.03 -8.14 -4.97  -0.206
C -0.58 -8.04 -5.41  -0.206
O 0.22 -9.04 -4.79  -0.196
C 0.48 -10.14 -5.64  -0.110
H -2.93 -11.28 -4.89  0.089
H -1.76 -10.43 -3.86  0.083
H -3.51 -10.10 -3.69  0.089
H -2.10 -8.04 -3.88  0.125
H -2.58 -7.31 -5.42  0.126
H -0.19 -7.07 -5.09  0.117
H -0.50 -8.10 -6.49  0.127
H 1.25 -9.89 -6.37  0.088
H -0.42 -10.48 -6.16  0.084
H 0.85 -10.96 -5.01  0.089
C 8.07 1.79 -1.06  -0.111
O 7.89 0.74 -1.99  -0.190
C 7.62 -0.52 -1.38  -0.205
C 6.15 -0.85 -1.39  -0.202
O 5.39 0.05 -0.60  -0.205
C 4.74 1.06 -1.35  -0.108
H 8.00 2.73 -1.61  0.089
H 7.31 1.78 -0.28  0.082
H 9.06 1.73 -0.60  0.089
H 8.01 -0.53 -0.35  0.126
H 8.16 -1.28 -1.95  0.126
H 6.01 -1.85 -0.96  0.126
H 5.77 -0.87 -2.42  0.128
H 3.85 0.65 -1.85  0.087
H 5.40 1.49 -2.10  0.086
H 4.43 1.84 -0.67  0.082
C 0.59 4.44 -2.66  -0.112
O 1.00 4.04 -3.95  -0.187
C 0.61 2.72 -4.29  -0.207
C -0.62 2.70 -5.16  -0.207
O -1.77 3.19 -4.48  -0.191
C -2.08 4.53 -4.79  -0.112
H 0.69 5.52 -2.59  0.094
H -0.45 4.17 -2.46  0.087
H 1.23 3.98 -1.90  0.058
H 0.45 2.13 -3.39  0.124
H 1.44 2.27 -4.85  0.125
H -0.84 1.66 -5.44  0.124
H -0.45 3.26 -6.08  0.126
H -2.56 4.59 -5.77  0.088
H -1.19 5.17 -4.79  0.084
H -2.77 4.90 -4.04  0.089

The net charge is 0. The HOMO energy is -8.933 eV. As for the multiplicity: 1. The gap between HOMO and LUMO comes out at 8.7 eV. The SMILES is C[C@@H]1NC(=O)[C@@](CB(O)O)(Cc2ccccc2)[C@H]1ON=O.COCCOC.COCCOC.COCCOC.COCCOC.COCCOC.


Result set for maximum force: 2.66 3.02 3.67 1.63 eV/Å, one per record in the order listed.